# 1
A molecular structure, C30H40BrFeN12OSe, computed with the ωB97M-V functional and the def2-TZVPD basis.

```
86
Properties=species:S:1:pos:R:3:forces:R:3
Fe 0.584879 0.508283 0.103334 0.058 0.479 0.511
Br -3.755316 2.290272 6.284788 0.016 -0.004 -0.014
C -3.916259 3.343561 4.717511 0.044 0.013 -0.003
C -2.795706 3.990838 4.214670 -0.011 -0.029 0.047
C -2.896466 4.725257 3.046758 -0.018 0.128 -0.017
C -4.125174 4.828890 2.395848 -0.016 -0.326 -0.215
C -5.254139 4.250883 2.961780 -0.011 -0.096 -0.076
C -5.152051 3.480786 4.110346 -0.012 0.001 -0.004
N -4.341934 5.631570 1.227382 0.397 0.556 0.348
N -3.509300 5.739778 0.314320 -0.589 -0.411 -0.412
C -2.442892 4.816903 0.128106 0.298 0.001 0.172
C -1.211230 5.344110 -0.189871 -0.108 -0.019 0.153
C -0.070016 4.544884 -0.307386 0.009 -0.064 -0.008
C -0.159580 3.172155 -0.156660 -0.140 0.023 0.018
O 0.856732 2.361787 -0.217848 0.173 -0.178 -0.049
C -1.453761 2.597036 0.029080 0.105 0.103 -0.032
N -1.482930 1.230476 0.034945 0.161 -0.322 -0.199
C -2.661099 0.660600 0.116444 -0.134 -0.073 -0.041
C -3.870149 1.368663 0.172297 -0.030 0.037 0.005
C -3.848414 2.734889 0.182790 -0.008 -0.012 0.054
C -2.607522 3.401929 0.147414 -0.073 0.166 -0.003
H -1.854596 3.938484 4.745834 0.002 0.004 0.000
H -2.029492 5.250043 2.669225 0.008 -0.038 -0.043
H -6.213656 4.405790 2.484594 -0.003 0.004 0.012
H -6.027238 3.014066 4.540384 -0.002 0.006 0.002
H -1.136533 6.419506 -0.294055 0.027 0.000 0.000
H 0.895010 4.985624 -0.517569 -0.005 0.014 0.003
H -2.723560 -0.424005 0.110256 0.327 0.043 0.025
H -4.806057 0.826294 0.187367 -0.004 0.003 0.003
H -4.772546 3.294843 0.184715 -0.020 0.055 0.049
C 0.411505 -1.304521 5.228493 -0.016 -0.006 -0.021
N 0.152559 -0.253325 4.251801 -0.083 -0.018 -0.008
C -0.226736 1.067851 4.736739 0.035 0.030 0.008
C 0.319365 -0.428999 2.920795 0.102 0.061 0.023
N 0.319774 0.516373 2.047735 0.050 -0.063 -0.092
N 0.509937 -1.755478 2.527043 -0.274 -0.148 0.036
C 0.438545 -2.276080 1.252371 0.562 0.274 0.020
N 0.460518 -3.638828 1.220201 -0.240 -0.044 -0.014
N 0.476042 -1.527408 0.205184 -0.767 0.118 -0.081
H 0.534714 -0.843669 6.203633 -0.008 -0.002 0.002
H 1.344342 -1.830176 5.016126 0.012 0.006 0.013
H -0.413858 -2.019415 5.301656 0.006 -0.005 -0.007
H -0.622202 0.970767 5.743254 0.004 0.007 0.008
H -1.022645 1.486546 4.118840 -0.022 0.012 0.018
H 0.622798 1.756213 4.756814 -0.008 0.003 -0.022
H 0.136653 1.428137 2.446030 0.118 0.039 -0.018
H 0.500179 -2.432003 3.270393 0.029 0.012 0.011
H 0.262317 -4.182321 2.042464 0.031 -0.006 0.002
H 0.339484 -4.110471 0.340571 0.143 0.002 -0.016
H 0.404067 -2.067877 -0.650321 0.080 -0.027 0.013
C 3.417128 1.663671 -0.016416 0.025 -0.011 0.030
C 4.951346 1.465402 -0.079424 -0.022 0.011 0.002
N 5.290057 0.047272 -0.062060 0.012 -0.001 -0.006
C 4.801410 -0.528822 1.180837 -0.008 0.006 0.001
C 3.267750 -0.333733 1.306009 0.030 0.005 -0.031
N 2.722852 0.346045 0.103456 -0.049 -0.168 -0.118
C 3.101153 -0.461817 -1.088903 0.024 0.059 -0.017
C 4.643226 -0.604083 -1.191278 -0.008 0.008 -0.002
H 3.037286 2.155377 -0.905978 -0.016 0.007 0.003
H 3.115695 2.268840 0.835962 -0.017 0.011 -0.009
H 5.443047 1.946783 0.766345 0.003 0.000 -0.002
H 5.358038 1.907137 -0.989159 0.004 0.009 0.005
H 5.320432 -0.045062 2.008741 0.000 -0.017 0.009
H 5.062328 -1.588062 1.202967 -0.005 -0.002 -0.013
H 3.009426 0.277345 2.171083 -0.004 0.003 -0.007
H 2.768857 -1.295407 1.401573 -0.003 -0.016 0.012
H 2.687759 0.037148 -1.969091 -0.013 -0.006 0.006
H 2.630642 -1.439509 -0.994174 -0.005 -0.014 0.002
H 5.014782 -0.148987 -2.109199 -0.001 -0.005 -0.004
H 4.933071 -1.655532 -1.204088 0.000 0.000 0.003
C -5.287191 -3.116953 2.118230 0.015 0.040 0.021
N -5.409771 -3.325930 0.673927 -0.005 -0.051 0.001
C -6.567316 -3.607418 0.027844 0.032 0.033 0.039
C -6.271784 -3.721903 -1.304689 0.044 0.019 -0.026
N -4.940847 -3.509982 -1.441552 -0.004 -0.060 0.006
C -4.219290 -3.530128 -2.717049 0.021 0.033 -0.019
C -4.391871 -3.265442 -0.223354 -0.045 0.062 -0.068
Se -2.626235 -2.897153 0.133131 -0.156 -0.227 0.024
H -6.170308 -3.529282 2.596414 -0.001 0.004 0.000
H -5.212738 -2.052721 2.332050 -0.002 -0.001 -0.008
H -4.400941 -3.627388 2.481579 -0.012 -0.014 0.004
H -7.506116 -3.709448 0.544481 -0.004 -0.011 -0.008
H -6.910257 -3.939631 -2.143556 -0.008 -0.005 0.006
H -4.811351 -4.092566 -3.432357 -0.001 0.004 -0.002
H -3.256717 -4.011521 -2.577912 -0.009 -0.015 -0.002
H -4.074518 -2.512625 -3.073432 -0.006 0.002 0.004
```
Positions in Å, forces in eV/Å.

## Properties
* charge: +2
* orbital gap (spin up / spin down): 6.33 / 2.38 eV
* HOMO (spin up / spin down): -0.414 / -0.414 hartree
* strongest force on any atom: 0.01610 hartree/bohr
* spin multiplicity: 2
* E_tot: -8138.1276 Eh

***

# 2
A molecular structure, C30H40CaN10O2S3, computed with the ωB97M-V functional and the def2-TZVPD basis.

```
86
Properties=species:S:1:pos:R:3:forces:R:3
Ca -0.448899 -0.134556 0.080522 1.024 0.768 0.549
N -0.376048 -1.175155 2.410990 0.258 -0.288 0.089
C 0.786965 -1.343636 3.299266 -0.075 0.091 -0.214
C 2.066613 -1.409104 2.476569 -0.083 0.111 -0.092
N 2.255137 -0.309010 1.524293 0.078 -0.001 0.067
C 2.603090 0.947245 2.196102 -0.077 -0.078 -0.051
C 1.416399 1.791212 2.637839 -0.153 -0.031 -0.146
N 0.488134 1.979226 1.523155 0.259 -0.117 0.014
C 3.293873 -0.673352 0.552843 -0.136 0.038 0.035
C 2.806426 -1.613096 -0.531110 -0.174 0.106 -0.158
N 1.769890 -0.970802 -1.368572 0.171 0.021 0.381
H -1.234825 -1.136589 2.945430 -0.033 0.040 0.078
H -0.421469 -2.035171 1.858385 -0.145 -0.099 0.183
H 0.736750 -2.271832 3.874289 -0.032 -0.077 0.041
H 0.818567 -0.529526 4.019289 -0.020 0.052 0.027
H 2.035261 -2.341630 1.916523 -0.006 -0.044 -0.048
H 2.925831 -1.468027 3.161557 0.060 -0.019 0.060
H 3.174167 1.553036 1.491455 0.024 0.014 -0.032
H 3.257529 0.763146 3.061893 0.032 -0.002 0.026
H 1.822041 2.727939 3.032457 0.023 0.116 0.035
H 0.871253 1.320562 3.451606 -0.049 -0.008 0.012
H 0.922715 2.515000 0.775587 -0.030 0.033 0.044
H -0.334918 2.500652 1.795630 -0.079 -0.028 -0.020
H 4.168407 -1.120267 1.051613 0.007 -0.025 0.015
H 3.641388 0.240858 0.069379 0.012 0.026 0.015
H 2.383357 -2.525563 -0.115871 -0.052 -0.021 0.016
H 3.682511 -1.915058 -1.109808 0.053 -0.068 -0.125
H 1.388445 -1.660326 -2.005745 -0.015 -0.023 0.000
H 2.186141 -0.236219 -1.930985 0.017 0.038 -0.036
N -4.653520 -7.835207 -0.451317 0.132 -0.052 0.084
C -3.625500 -6.906484 -0.387144 -0.049 0.037 -0.015
C -2.716897 -6.783526 -1.442878 -0.037 -0.031 -0.023
C -1.674252 -5.881250 -1.371495 0.037 -0.040 0.045
C -1.514230 -5.097639 -0.236187 -0.170 -0.073 0.058
C -2.399249 -5.222783 0.829384 0.082 -0.058 -0.084
C -3.451535 -6.117136 0.753481 -0.039 -0.022 0.007
S -0.180415 -3.957292 -0.118510 -0.205 0.195 0.048
O 0.845485 -4.392734 -1.032500 0.085 0.036 -0.017
O 0.146672 -3.903167 1.295727 0.151 0.145 -0.004
N -0.712098 -2.472244 -0.472818 -0.275 -0.661 -0.912
C -1.155940 -2.234822 -1.754243 -0.056 -0.241 -0.077
N -1.459978 -3.232243 -2.608810 0.056 0.191 -0.014
C -1.904807 -2.887590 -3.809134 0.050 -0.045 0.110
C -2.069621 -1.572144 -4.217106 -0.044 -0.147 -0.071
C -1.727559 -0.616090 -3.283694 0.059 0.235 0.284
N -1.267396 -0.924793 -2.078700 -0.048 -0.346 -0.032
H -4.912979 -8.167205 -1.362548 -0.024 0.022 -0.053
H -5.426338 -7.705021 0.176262 -0.047 0.038 0.004
H -2.837967 -7.405982 -2.323763 0.011 0.030 0.040
H -0.973545 -5.768024 -2.188412 -0.059 -0.045 0.085
H -2.238876 -4.643790 1.731725 -0.010 -0.011 -0.064
H -4.136383 -6.224647 1.588667 0.035 0.005 -0.041
H -2.142481 -3.710226 -4.479917 0.008 0.026 0.033
H -2.441768 -1.311457 -5.197724 0.016 -0.025 0.049
H -1.821443 0.445602 -3.491701 0.017 0.001 0.029
C -4.675342 -1.567203 1.630999 -0.064 -0.002 0.014
C -5.429179 -0.403210 1.666122 -0.055 0.047 0.015
C -4.901430 0.763708 1.152711 -0.092 -0.021 0.035
C -3.616976 0.777674 0.597507 0.242 -0.134 -0.114
N -2.866757 -0.345754 0.629612 -0.520 -0.065 0.113
C -3.401342 -1.477739 1.113301 0.211 0.324 -0.093
C -3.028107 1.984833 -0.069190 0.003 -0.140 0.083
C -3.851976 3.094026 -0.309565 -0.001 0.008 -0.003
C -3.356026 4.211915 -0.958649 0.056 -0.054 0.007
C -2.026467 4.215236 -1.367855 -0.065 -0.052 0.041
C -1.227221 3.105095 -1.118812 0.003 -0.011 0.035
C -1.671569 1.937233 -0.465557 -0.346 0.384 -0.307
H -5.057246 -2.511589 1.995072 0.015 0.020 -0.002
H -6.427711 -0.406383 2.086222 0.005 0.006 -0.001
H -5.489788 1.667715 1.181997 -0.005 -0.002 -0.006
H -2.762706 -2.351751 1.070336 0.059 -0.004 -0.028
H -4.895391 3.097927 -0.013653 0.040 0.014 -0.022
H -3.998135 5.063268 -1.148860 0.001 -0.004 0.002
H -1.622867 5.081206 -1.882886 0.010 0.011 -0.002
H -0.191025 3.158335 -1.459313 -0.054 -0.007 0.011
S 2.634293 2.451454 -1.384769 0.101 -0.002 -0.045
C 3.246586 3.690676 -2.283844 -0.050 0.074 0.024
N 2.834553 4.052848 -3.504343 -0.011 0.010 -0.124
C 3.642377 5.013232 -4.242605 -0.101 0.034 0.100
C 4.349646 5.850682 -3.181633 0.045 -0.076 0.044
S 4.547686 4.733758 -1.758442 0.076 0.011 0.060
H 2.148022 3.471419 -3.958817 -0.034 0.002 -0.007
H 3.004959 5.631989 -4.870945 -0.022 0.009 -0.030
H 4.364458 4.500813 -4.878408 0.075 -0.099 -0.036
H 3.756978 6.712334 -2.882978 -0.033 0.002 0.016
H 5.329458 6.183433 -3.514947 -0.028 0.027 -0.012
```
Positions in Å, forces in eV/Å.

## Properties
* orbital gap: 7.07 eV
* HOMO: -0.252 hartree
* strongest force on any atom: 0.02708 hartree/bohr
* spin multiplicity: 1
* E_tot: -3737.5333 Eh

***

> The lowest E_tot belongs to which entry?

C30H40BrFeN12OSe

***

> Which value of strongest force on any atom does entry 1 give?

0.01610 hartree/bohr

***

> Which value of strongest force on any atom does entry 1 give?

0.01610 hartree/bohr